107
Properties=species:S:1:pos:R:3:forces:R:3 method="wB97M-V/def2-TZVPD" charge=-2 relative_energy_kj_mol=57.3 e_homo_ev=-0.9 energy_ev=-85260.51207
H -0.4852 -4.7566 -4.3330 0.1 -0.1 -0.1
C -3.2512 0.8875 3.7297 0.1 -0.1 -0.2
C 4.3551 -2.9116 -1.8651 -0.1 0.1 -0.1
H -2.3856 4.4075 0.8720 -0.1 0.0 0.1
H -2.5661 0.8525 1.2319 0.1 0.0 0.0
H 0.5455 -2.5710 -3.0892 0.2 0.1 0.1
H -6.0088 -3.5747 1.1621 -0.1 -0.1 0.1
C -1.0145 -3.9373 -3.8876 -0.1 -0.2 -0.1
H 5.4156 2.7034 -2.0387 0.0 0.0 0.0
N -4.0604 -0.5396 -2.9695 -0.4 0.0 -0.6
H -3.1822 -4.3682 -4.1661 -0.2 0.0 0.0
C -4.9606 0.1552 -3.6829 -0.2 0.2 -0.2
H 2.7930 1.8395 1.0030 -0.1 0.1 0.0
C -5.4453 -3.0233 -0.8989 -0.3 -0.1 0.1
H 4.3964 2.1792 4.9497 0.0 0.0 0.0
C -0.9080 0.6349 4.1482 0.0 0.1 -0.1
C -0.4864 -2.8140 -3.2486 0.0 0.0 -0.1
C -3.4673 1.1975 5.0554 -0.1 0.1 0.3
N 1.8713 -1.0857 0.6831 -0.8 0.0 -0.7
H -3.5548 -2.4710 1.6734 0.2 0.1 0.2
C 4.2710 1.6182 4.0312 0.2 0.1 0.3
H 0.7892 1.1314 -1.5667 0.0 0.1 0.0
N -3.4998 -2.1607 -0.3803 0.6 0.2 0.1
N -3.2901 0.2916 -2.2778 0.6 0.2 0.6
H 5.1188 -1.3227 2.6022 0.0 -0.2 0.0
H -4.4719 1.4164 5.4019 0.0 0.0 0.0
H 1.2862 -3.5034 -0.6007 -0.1 0.0 0.0
H -1.5037 8.1425 -1.0280 0.0 0.0 0.0
H -4.0822 0.8678 3.0369 -0.1 0.0 -0.1
H 5.3453 -4.0938 -3.3503 0.0 0.0 -0.1
N -2.6112 -2.5944 -3.1749 -0.2 -0.5 -0.5
C 3.5278 2.1473 2.9882 -0.2 0.3 -0.1
Ag -1.5441 -0.5917 -0.9047 0.4 -0.4 0.1
C -0.0428 -2.9895 3.8571 -0.1 -0.2 0.3
C 4.6850 1.9031 -2.0796 0.1 0.2 -0.1
C -1.0635 4.2880 -0.7979 -0.3 -0.1 -0.2
C 2.1846 -3.6230 -1.1989 0.0 0.4 0.1
H -0.2832 0.9937 6.1582 0.0 0.0 0.0
H 0.5622 1.6463 1.1703 0.0 -0.1 0.1
C -1.8848 4.9750 0.0982 0.1 -0.1 0.0
C -1.4010 7.0657 -0.9737 0.0 0.0 -0.1
C -1.1225 0.9530 5.4738 0.0 0.1 0.2
H 2.1960 0.7207 -4.0358 0.0 0.0 0.0
C 2.7965 -0.1043 -2.1572 0.2 0.0 0.0
H 2.0537 -0.8906 -2.2007 0.0 0.0 0.0
H 3.0749 3.1291 3.0898 0.0 0.0 0.0
C 2.8866 0.7969 -3.2034 0.0 0.1 -0.2
C 1.3170 -3.1630 3.6549 -0.1 0.0 0.1
N -1.4587 -2.0203 -2.8301 0.4 0.5 0.3
C -4.0626 -2.5799 0.7366 -0.1 0.0 -0.1
C 3.2036 -2.6763 -1.1111 0.1 -0.3 0.4
H 1.4386 -5.3825 -2.1688 0.0 0.0 0.0
C 3.6599 -0.0331 -1.0669 -0.1 -0.1 -0.1
C -2.3761 -3.7535 -3.8126 0.1 -0.2 -0.1
H -0.1370 6.9426 -2.6948 0.0 0.0 0.0
C 0.0958 2.6117 0.9957 -0.1 -0.1 -0.1
C -0.6299 6.3896 -1.9044 0.0 0.3 -0.1
C -0.9720 -0.5261 1.1731 -0.5 0.5 0.1
C -0.1513 -1.4386 1.9820 0.1 -0.2 0.0
H 5.1816 -2.2122 -1.7531 0.1 0.0 0.0
H -6.2515 -3.3172 -1.5446 -0.1 0.0 -0.2
H 0.1386 4.5296 -2.5725 0.1 -0.1 0.0
C -5.3126 -3.1440 0.4681 -0.2 -0.1 -0.1
H -5.6706 -0.3402 -4.3177 -0.1 -0.1 0.0
C 3.8242 1.8135 -3.1647 0.0 0.0 -0.2
C 3.3883 -4.8468 -2.8810 -0.1 -0.3 -0.2
C 2.2673 -4.6860 -2.0840 -0.1 -0.3 -0.2
N -4.3383 -2.4293 -1.3759 -0.5 -0.4 0.0
H -1.8169 -2.0297 3.1744 0.0 0.1 0.0
H 3.4396 -5.6580 -3.6001 0.0 0.0 0.0
H 5.4487 -0.0413 4.7036 0.0 0.0 0.1
C 1.9267 -2.5341 2.5895 0.3 -0.1 0.1
C -3.6935 1.5200 -2.5379 -0.1 0.1 -0.1
C -2.4015 1.2277 5.9404 -0.1 0.0 0.2
H -0.5416 2.8474 1.8447 0.0 0.0 0.1
H 5.2843 1.0557 -0.2102 0.0 0.0 0.1
C 4.6702 -0.3414 2.7253 0.0 0.0 -0.3
H -2.6762 6.8618 0.7327 0.0 0.0 0.1
H 0.8578 3.3830 0.8840 0.1 0.0 0.0
H 2.9739 -2.7014 2.3729 0.1 0.0 0.1
H -0.5462 -3.5042 4.6675 0.0 0.0 0.0
C 1.2233 -1.6882 1.7344 -0.2 0.0 0.1
H 0.0950 0.4380 3.8004 0.1 0.0 -0.1
C -0.4715 5.0180 -1.8275 0.0 -0.2 0.1
C 4.8590 0.3731 3.8926 0.1 0.1 0.3
H 1.3291 2.8297 -1.5131 0.1 0.0 -0.1
H 3.8855 2.5325 -3.9740 0.0 0.0 0.0
B -4.0017 -2.0633 -2.8326 0.2 0.2 0.5
C -1.8356 0.2943 1.8219 0.3 -0.4 -0.7
C 0.4862 2.1659 -1.7093 -0.4 -0.1 0.2
C 3.3593 1.4214 1.8245 0.0 -0.1 0.0
C 4.6040 0.9868 -1.0476 0.1 0.0 0.0
H 1.8825 -3.8066 4.3193 0.1 0.0 -0.1
H -4.8140 -2.5570 -3.5621 -0.2 -0.1 -0.1
H -2.5702 1.4642 6.9837 0.0 0.0 0.0
P -0.9021 2.4615 -0.5480 0.4 0.5 0.0
C -4.7639 1.4965 -3.4345 -0.2 0.0 -0.1
H -3.2132 2.3641 -2.0793 0.1 0.1 0.1
H -5.3143 2.3283 -3.8289 -0.1 0.1 -0.1
P 3.5414 -1.2810 0.2777 0.6 0.1 0.0
H 0.1385 2.2752 -2.7349 0.1 0.0 -0.1
C 3.9089 0.1529 1.6749 0.1 -0.3 0.1
C 4.4483 -3.9581 -2.7543 0.2 0.0 -0.1
H 1.2430 -0.8564 -0.0917 0.1 0.1 0.4
C -2.0468 6.3433 0.0204 -0.1 0.3 0.1
C -1.9754 0.5759 3.2442 -0.2 0.2 0.6
C -0.7534 -2.1515 3.0210 0.1 -0.1 -0.2

109
Properties=species:S:1:pos:R:3:forces:R:3 method="wB97M-V/def2-TZVPD" s_squared=8.78 relative_energy_kj_mol=0.0 e_homo_ev="-7.1 / -7.2" energy_ev=-382940.50443 spin_multiplicity=6
H -1.9374 -5.4896 1.1566 0.0 0.1 0.0
C -2.9265 -4.2211 -1.5309 0.0 0.0 0.0
C 0.4246 2.1579 -3.3523 0.0 0.2 -0.1
H -0.3090 0.8771 5.2724 0.0 0.0 -0.1
H 3.7903 4.1979 -0.4316 0.0 0.0 0.1
H 3.0461 -0.0597 -5.4762 0.0 0.0 -0.1
H 0.0597 -3.6915 4.4946 0.0 0.0 0.0
Fe -0.3683 1.4494 0.0972 -0.3 -0.2 -0.6
C -1.0594 -2.1938 -1.4628 0.0 0.0 0.0
N -1.2387 1.1782 -1.8013 0.1 0.4 -0.3
H 0.5529 -6.9050 4.0370 0.0 0.0 0.0
N -0.1022 2.1585 2.1710 0.3 0.0 0.1
C 1.2292 -5.1175 0.6734 0.0 0.1 -0.1
H -0.9011 3.9441 -1.9987 0.0 0.0 0.0
C -0.8735 4.4619 -1.0489 0.0 -0.2 -0.2
H -4.0340 0.8550 -3.5477 0.1 0.0 0.0
C 3.2759 1.3728 -3.9312 0.0 -0.1 0.0
H 3.1426 -8.4152 2.3581 0.0 0.0 0.0
C 0.4669 -4.4784 1.6619 -0.1 0.0 0.2
C -4.1513 2.8757 2.0644 0.0 0.0 0.0
H -1.2064 6.4143 -1.8825 0.0 0.0 0.0
H 1.5546 0.7629 -5.0982 0.0 0.0 0.0
C -3.8541 0.4397 3.3540 0.0 0.1 0.0
H 0.9102 -4.8952 -1.4529 0.0 0.0 0.0
O -2.4108 -1.5802 2.1285 0.2 0.1 0.0
H 1.5074 -1.6091 -4.3112 0.0 0.0 0.0
C -4.8288 2.6403 3.2525 0.0 0.0 0.0
H -3.1634 -3.7367 -3.6063 0.0 0.0 0.0
Br -1.1354 8.2905 0.4239 0.0 0.0 0.0
N -0.6855 3.6962 0.0246 0.0 -0.2 0.0
H 4.4022 1.1827 0.0639 0.1 0.0 0.0
Br -1.7091 3.2629 6.3748 0.0 0.0 0.0
H 1.3645 -0.4822 -2.9564 0.0 0.0 0.0
C -0.6897 4.2734 1.2268 0.0 0.0 0.4
H 1.4155 -3.4088 -0.6681 0.0 0.1 0.0
C -1.0476 5.8336 -0.9847 0.0 -0.1 -0.2
H 2.9069 -1.2890 -3.2717 -0.1 0.0 0.0
H 1.7221 -8.8363 3.3169 0.0 0.0 0.0
H -3.0236 0.2741 -1.1147 0.0 0.0 0.0
C -1.9966 1.6957 -3.8930 0.0 0.1 0.0
C 4.6409 1.4328 -4.2012 0.0 0.0 0.0
C -1.7190 -2.4703 -2.6498 0.1 0.0 0.0
C -2.2868 -3.9515 -0.3212 0.0 0.0 0.0
C -0.4186 1.5973 4.4734 0.1 -0.1 -0.1
Br 3.5336 2.0362 2.2238 -0.1 0.0 0.0
H -3.7262 -0.5161 3.8429 0.0 0.0 0.0
C 5.4830 2.3071 -3.5305 0.0 0.0 0.0
Br 2.1041 0.3297 -0.1505 0.2 -0.1 0.3
H 0.5654 2.5074 -4.3834 0.0 -0.1 0.0
H -0.8157 -5.1961 4.7684 0.0 0.0 0.0
H -1.5661 4.6958 3.7889 0.0 0.0 0.0
H -5.2238 1.2189 4.8120 0.0 0.0 0.0
H 5.5916 3.8366 -2.0313 0.0 0.0 0.0
C -0.8034 5.6429 1.3862 0.0 0.2 0.1
C 0.7466 -6.4043 3.0922 0.0 0.0 0.0
H 2.2914 6.1077 -1.1213 0.0 0.0 0.0
H -3.6778 -5.0028 -1.5567 0.0 0.0 0.0
C 3.5949 3.1017 -2.2490 -0.1 0.0 0.0
H 2.5867 -4.6947 -0.9423 0.0 0.0 0.0
C -3.0386 1.0819 -3.1918 0.0 0.0 0.1
H 0.4180 0.3359 2.9535 0.0 0.0 0.0
C -1.3239 -2.9367 -0.3197 -0.1 0.0 0.0
H -2.0047 2.0527 -4.9156 0.0 -0.1 0.1
C -2.1829 -0.3775 1.6586 0.3 0.1 -0.1
H -3.6409 -5.2090 0.7689 0.0 0.0 0.0
H -4.2774 3.8209 1.5469 0.0 0.0 0.0
C -4.6839 1.4149 3.8930 0.1 0.0 0.0
C 3.0524 4.0621 -1.2247 0.0 0.2 -0.1
C -2.5252 0.7852 -1.9271 -0.1 0.0 0.0
N -1.1784 -0.1066 0.8959 -0.7 -0.3 0.4
C 1.5508 -4.4878 -0.6666 0.0 -0.1 0.1
H -2.7694 -4.0460 1.7674 0.0 0.0 0.0
H 2.1507 3.6469 -0.7780 -0.1 -0.1 0.1
C -0.9844 6.4234 0.2577 0.0 0.1 0.2
C -0.5395 -4.4663 4.0068 0.1 0.0 -0.1
H 2.0301 5.3089 -2.6815 0.0 0.0 0.1
C 2.0510 -8.4377 2.3574 0.0 0.1 0.0
Te -0.2420 -2.4202 1.4093 0.1 -0.2 -0.2
H 1.7402 -9.1322 1.5748 0.0 0.0 0.0
C -0.9079 1.7508 -3.0168 0.1 -0.2 0.0
C 2.7342 5.4263 -1.8520 -0.1 -0.1 0.0
C 0.0004 1.3059 3.1890 0.1 -0.2 0.0
C -3.3175 1.9002 1.5335 -0.1 0.0 0.0
N 1.4027 2.1121 -2.5301 -0.1 0.0 0.1
C 3.7322 0.7657 0.8031 0.0 -0.1 -0.1
C 2.7414 2.2271 -2.9421 0.0 0.0 -0.1
C -0.9968 2.8330 4.6882 -0.1 0.1 0.0
C -2.6765 -4.7213 0.9152 0.0 0.0 -0.1
H 4.1017 -0.1556 1.2291 0.1 0.0 0.0
H -2.8255 2.0796 0.5870 0.0 0.0 -0.1
C 2.0305 -0.8360 -3.7443 0.1 0.0 0.0
C -0.5939 3.3632 2.4083 -0.1 0.4 -0.2
C 1.4884 -7.0587 2.1172 0.0 -0.1 0.0
C 4.9496 3.1376 -2.5603 0.0 0.0 0.0
H -1.4522 -3.9886 3.6477 0.0 0.0 0.0
H -5.4790 3.4015 3.6690 0.0 0.0 0.0
H -1.5208 -1.8705 -3.5301 0.0 0.0 0.0
C 0.2376 -5.1252 2.8867 0.0 0.0 0.0
C -1.0794 3.7410 3.6511 -0.1 0.2 0.1
C 2.4467 0.3263 -4.6514 0.0 0.0 0.1
H 5.0488 0.7675 -4.9559 0.0 0.0 0.0
H -0.3653 -1.3643 -1.4193 0.0 0.0 0.0
H 3.6399 5.8895 -2.2472 0.0 0.0 0.0
H 6.5403 2.3384 -3.7653 0.0 0.0 0.0
C -2.6447 -3.5011 -2.6844 0.0 -0.1 0.0
C -3.1454 0.6787 2.1763 0.0 -0.2 0.0
C 1.7195 -6.3989 0.9184 0.0 0.0 0.0
H -0.7360 6.0923 2.3670 0.0 0.0 -0.1
H 2.3045 -6.8931 0.1454 0.0 0.0 0.0

122
Properties=species:S:1:pos:R:3:forces:R:3 method="wB97M-V/def2-TZVPD" charge=+1 e_homo_ev=-8.9 energy_ev=-106507.95491
H 2.5036 2.7598 -0.5882 0.0 0.1 0.0
C 4.9265 0.2584 -0.2493 0.0 0.0 0.0
H 2.8948 -10.6481 -0.6675 5.6 -2.7 0.4
C 1.3706 -6.3463 -0.8308 -0.3 0.3 -0.1
C -0.5644 1.5387 0.1198 0.1 0.0 0.1
H -0.3822 -7.0019 2.5531 0.0 0.0 0.0
H 0.6514 -8.8817 1.3043 -0.1 -0.1 0.0
H 3.4843 6.3577 6.6642 0.0 0.0 0.0
O -2.3833 -0.0404 -2.4735 -0.1 0.1 -0.1
O -2.3490 -2.5388 2.9275 0.4 0.0 -0.5
C -4.1973 5.3384 -5.9647 -0.1 0.0 0.0
C 1.6705 5.9240 3.2817 -0.1 0.1 -0.1
C -0.7905 7.7290 -0.5576 -0.1 -0.1 0.0
O 3.9855 -4.3206 -0.1759 0.1 0.0 0.1
H -3.8883 -0.1691 2.6037 -0.2 0.3 -0.2
H 0.8349 -4.2977 -0.5408 0.0 0.0 0.0
H -1.8879 4.4772 -8.9435 0.0 0.0 0.0
H 0.3030 7.3968 3.9868 0.0 0.1 0.0
O -2.8603 0.1576 -0.3946 -0.1 0.2 0.1
C -4.6951 5.3484 -7.2568 0.0 0.0 0.0
H 5.2844 1.1257 -0.7866 0.0 0.0 0.0
C 0.6790 -7.8753 0.9159 0.0 0.0 0.1
H -8.0391 -0.7902 4.8264 -0.5 -0.3 -0.1
C -5.3007 -1.6515 3.1850 -0.7 0.3 0.5
C -3.8658 5.0367 -8.3261 0.0 0.0 0.0
H 3.5939 -2.8402 1.6368 0.0 -0.1 0.0
C 3.9103 -0.7119 1.7063 0.0 0.1 0.0
O 4.9741 -3.4978 -1.8987 0.1 0.0 0.0
O 2.7319 4.1954 1.5182 0.0 -0.1 0.0
H 0.9590 2.4764 1.3008 0.0 0.0 0.0
C 3.8819 -7.4364 -1.1515 5.2 2.9 -1.5
H -3.7203 -3.9744 2.7292 -0.9 -0.2 -0.8
H -1.9908 6.8391 -2.0886 0.0 0.0 0.0
H 1.8721 -6.1857 -1.7730 -0.2 0.0 -0.1
C -6.6236 -0.8826 3.1591 0.0 -0.9 -0.1
H 4.7811 -6.6863 -2.9465 0.1 0.1 0.1
C 3.3530 -8.5484 -0.5073 1.2 2.8 6.9
C 3.7943 -9.8598 -2.4393 3.1 -0.3 -4.5
H -0.3421 0.9332 -3.2155 -0.1 0.0 0.0
C -2.0198 4.7061 -6.8231 0.1 0.0 -0.1
H 4.2994 1.3809 1.4717 0.1 0.0 0.0
C 0.6660 2.1421 0.3167 0.0 0.0 -0.1
H -1.4718 7.5002 0.2471 0.0 0.0 0.0
O 2.4647 -8.4797 -2.0772 -10.5 1.6 -13.4
C 3.9679 -1.9666 1.1256 -0.1 0.0 0.1
H -4.7940 -0.9612 1.2795 0.0 0.4 0.0
H -4.8256 5.5769 -5.1207 0.0 0.0 0.0
N 4.5019 -3.4030 -0.7868 -0.2 0.1 -0.1
O -3.0959 5.2414 -3.4918 -0.1 0.0 0.0
C 2.9755 6.2314 5.7190 0.0 0.0 0.0
O 4.1903 -11.2152 -4.2597 -0.1 0.0 -0.2
H -5.5974 -2.6897 3.0187 0.6 -0.2 -0.3
O 1.8093 -9.8450 -0.5458 -8.5 -6.8 1.6
C 4.3304 -8.7729 -3.1022 1.0 -3.3 -1.0
H -7.1136 -1.9276 7.0016 -0.3 0.5 0.1
C 0.1043 -6.8193 1.6048 0.1 0.2 0.0
H -2.7947 -1.3575 4.4472 0.2 -0.2 -0.2
N 0.7055 8.7786 1.0856 0.1 -0.1 0.1
C -1.0736 7.3619 -1.8625 0.0 0.1 0.0
C -2.5318 4.7181 -8.1097 0.0 0.0 0.0
C 1.2999 -7.6142 -0.2896 -2.6 -0.5 -1.3
C 4.3776 0.4002 1.0189 0.0 0.1 0.0
C -2.8671 5.0148 -5.7757 0.0 0.0 0.0
H -2.5233 -1.6173 1.0510 0.2 0.3 -0.2
C 0.3937 8.3945 -0.3006 0.0 0.0 0.0
C -3.0915 -1.9814 1.8874 -1.0 -0.6 -0.3
C 2.8047 5.1973 3.5879 0.0 0.0 0.0
H -1.2486 1.3857 0.9400 -0.1 0.0 0.0
C 1.0076 8.3340 -2.5945 0.0 0.0 0.0
H 2.2183 9.2227 -1.0516 0.0 0.0 0.1
H -7.7528 -2.4606 4.1817 -0.1 -0.1 0.1
H -0.9858 4.4620 -6.6345 0.0 0.0 0.1
C -0.1763 7.6660 -2.8784 0.0 0.0 0.0
C 0.1564 -5.5354 1.0787 -0.1 0.0 0.1
O -0.0896 8.4626 1.9535 -0.1 0.1 -0.1
H -6.4826 0.1813 3.3214 0.1 0.2 -0.3
C 1.1747 1.8874 -2.0252 0.0 0.0 0.0
O 4.2819 3.5738 2.8701 0.0 -0.1 0.0
H -0.3992 7.3789 -3.8967 0.0 0.0 0.0
C 0.7892 -5.2987 -0.1346 0.1 -0.1 0.1
H 1.8574 2.0134 -2.8535 0.0 0.0 0.0
C 4.3700 -7.5529 -2.4465 0.9 2.5 2.8
O -1.1549 4.7319 -4.2576 0.1 0.0 0.0
C -3.1334 -3.4431 1.9937 1.7 0.2 2.0
H 1.7050 8.5665 -3.3870 0.0 0.0 0.0
N -2.3314 4.9929 -4.4045 0.0 0.0 0.0
C 1.1832 6.8186 4.2166 0.0 0.0 0.2
H 1.1794 5.7966 2.3287 0.0 0.0 0.0
N 3.7366 -11.1594 -3.1355 0.6 0.3 0.0
N -5.0300 -1.5613 4.6792 0.1 0.2 -0.1
C 3.3041 -9.7743 -1.1507 5.4 -9.7 1.7
C -0.8912 1.1077 -1.1537 -0.1 0.1 0.0
H -7.1165 -1.1035 2.2176 -0.3 0.3 0.0
H 1.4583 7.6815 6.1586 0.0 0.0 0.0
C 4.5014 -2.0786 -0.1432 0.1 0.0 0.0
C 1.3025 8.7057 -1.2934 0.1 0.0 -0.1
H 4.3571 4.7465 4.9939 0.0 0.0 0.0
N 1.9084 -8.7390 -1.0329 -3.5 13.7 6.4
C -4.2767 -1.1165 2.2250 0.5 -0.1 0.2
C 1.8364 6.9749 5.4324 0.1 -0.1 0.0
H -5.7323 5.5990 -7.4283 0.0 0.0 0.0
C 4.9988 -0.9936 -0.8404 0.0 0.1 -0.1
C -6.1625 -1.5393 5.3206 0.0 -0.1 -0.1
H 3.9135 -6.4733 -0.6600 0.2 -0.1 0.1
H 2.9738 -8.4612 0.5021 2.5 -0.5 1.5
S -3.5390 -1.5110 5.5406 -0.1 0.0 0.3
H 5.4099 -1.1248 -1.8297 0.0 -0.1 0.0
H -0.2878 -4.7115 1.6228 0.0 0.0 0.0
N 3.3135 4.2491 2.5876 0.0 0.1 0.0
H 4.7060 -8.8828 -4.1079 0.3 -0.2 0.1
H -2.4173 -4.0288 1.4390 -0.3 -0.2 -0.4
O 3.2393 -12.0932 -2.5417 -0.2 -0.1 0.2
N -6.2851 -1.4665 6.6501 0.2 -1.0 0.2
H -5.4827 -1.7579 7.1947 0.1 0.3 0.1
H -4.2610 5.0418 -9.3327 0.0 0.0 0.0
C -7.3278 -1.4805 4.3815 0.4 0.9 0.2
C -0.0525 1.2849 -2.2374 0.1 -0.1 -0.1
H 3.4810 -0.5983 2.6922 0.0 0.0 0.0
C 3.4707 5.3282 4.7923 0.1 0.0 0.1
N -2.1471 0.3784 -1.3645 0.1 -0.4 0.0
C 1.5356 2.3080 -0.7529 0.1 0.0 0.0
O 1.7442 9.3651 1.2955 0.0 0.1 0.0